Entry 1:
Below is a structure of composition C44H91BeF3N6O12S9 in a non-equilibrium geometry, with properties calculated with wB97M-V/def2-TZVPD.

## Properties
Max |F| ... 5.04 eV/Å
Electronic energy ... -186667.9306 eV

Element x y z (Å)
Be -1.2554 2.3003 -0.0037
C -0.5854 5.3401 -2.4308
O -0.9399 5.4027 -3.8399
O -0.8472 4.0187 -1.8974
C 0.7343 6.1053 -1.9736
F 1.7791 6.0004 -2.8165
F 0.4796 7.3424 -1.8296
F 1.1069 5.8305 -0.7509
C -0.1924 4.5598 -4.7732
C -0.8271 4.8654 -6.0940
H -0.3150 4.4565 -6.9650
H -1.8326 4.4459 -6.0615
H -0.8883 5.9382 -6.2770
H -0.3574 3.5013 -4.5718
H 0.8821 4.7379 -4.8151
H -1.4032 5.9862 -2.1116
C -0.6809 -1.9433 0.9168
C 0.4529 -1.1626 0.4166
O 0.0310 0.1364 0.1122
H -1.2800 -1.3928 1.6421
H -0.3631 -2.8063 1.5019
H -1.2952 -2.2014 0.0542
H 0.8976 -1.6704 -0.4393
H 1.2632 -1.0562 1.1379
C -2.9686 2.3064 4.3609
S -2.1786 0.9813 3.2712
O -2.6021 1.3188 1.8476
C -0.4173 1.3846 3.6308
H -2.7385 2.1904 5.4200
H -4.0401 2.1266 4.4482
H -2.6221 3.2583 3.9584
H -0.1597 2.4311 3.4675
H 0.1824 0.7805 2.9499
H -0.1649 0.9631 4.6038
C 2.4254 2.9032 -0.7186
S 2.0716 3.4039 0.9823
O 0.5992 3.0420 1.1412
C 3.2371 2.3038 1.9458
H 3.3492 3.4338 -0.9493
H 1.5221 3.2240 -1.2374
H 2.5026 1.8168 -0.7619
H 4.2256 2.7126 1.7360
H 3.1162 1.2773 1.5996
H 2.9044 2.4044 2.9789
C 6.5500 -2.1717 1.0732
S 5.5778 -0.6109 0.7229
O 6.1860 0.0332 -0.5631
C 3.9461 -1.2883 0.2820
H 6.0286 -2.5681 1.9445
H 7.5911 -1.8547 1.1324
H 6.5332 -2.8443 0.2156
H 3.3495 -0.3927 0.1083
H 3.5535 -1.9395 1.0629
H 4.0159 -1.8652 -0.6402
C -3.3609 2.3925 -3.5259
S -2.3041 1.2747 -2.5373
O -2.8908 1.0295 -1.1094
C -2.5216 -0.3232 -3.4133
H -2.7692 2.4142 -4.4410
H -3.2930 3.1974 -2.7939
H -4.2876 1.8196 -3.4942
H -2.0865 -0.4394 -4.4059
H -3.6029 -0.4354 -3.4926
H -2.2406 -1.1601 -2.7739
C 2.7935 -4.8757 2.1153
S 4.3261 -5.7939 2.3756
O 5.3114 -4.9735 1.4544
C 4.7983 -5.2461 4.0712
H 2.7673 -4.4899 1.0962
H 2.7517 -4.0834 2.8627
H 1.8649 -5.4400 2.2006
H 5.2328 -4.2479 4.1242
H 5.6394 -5.9338 4.1594
H 4.1631 -5.4526 4.9327
C -5.5812 5.2333 -0.7726
S -5.0668 3.6075 -0.0519
O -3.5611 3.4405 -0.1935
C -5.4069 4.1353 1.6916
H -5.2492 5.2378 -1.8108
H -5.0619 6.0224 -0.2287
H -6.6575 5.4038 -0.7475
H -6.4883 4.0902 1.8200
H -4.9879 5.1173 1.9111
H -4.8664 3.4675 2.3624
C -2.1056 6.8618 1.0888
S -1.9720 5.4475 2.3344
O -1.6581 4.2067 1.5096
C -0.2881 5.9069 2.9530
H -3.1383 7.1969 0.9914
H -1.6533 6.6882 0.1124
H -1.5553 7.6459 1.6088
H 0.5143 6.0013 2.2214
H -0.0949 5.0550 3.6050
H -0.3648 6.7172 3.6780
C 7.3639 -0.9154 -4.3333
S 6.1003 0.2047 -3.7207
O 5.5627 0.9782 -4.9538
C 4.8007 -1.0461 -3.1982
H 7.2184 -1.9941 -4.2760
H 8.2497 -0.5256 -3.8317
H 7.5434 -0.6416 -5.3730
H 4.4214 -1.6821 -3.9980
H 4.0544 -0.4294 -2.6974
H 5.3249 -1.7083 -2.5091
C -1.9226 -4.1161 4.7943
S -3.4410 -4.0167 5.9123
O -3.5759 -5.4596 6.4602
C -2.7124 -2.9254 7.2147
H -1.2183 -4.8795 5.1246
H -1.1996 -3.3380 4.5494
H -2.2435 -4.4305 3.8012
H -3.5382 -2.6950 7.8879
H -2.2545 -1.9704 6.9571
H -2.0647 -3.5817 7.7959
C -4.7357 -1.4366 -0.6859
C -5.7171 -0.7441 -1.3798
N -6.3999 -0.1292 -2.0529
H -4.0092 -1.2970 -1.4864
H -4.9661 -2.4886 -0.5175
H -4.6413 -0.7665 0.1686
C 3.1585 -0.3568 4.0599
C 2.9851 -1.6925 4.5301
N 2.8694 -2.7718 4.8930
H 2.4516 -0.3696 3.2303
H 4.1660 -0.2867 3.6499
H 3.0085 0.4531 4.7739
N 4.4001 -4.4604 -3.0183
C 4.4617 -5.5764 -3.7666
C 4.3622 -6.6612 -2.8946
C 4.2924 -6.1471 -1.5621
C 4.2582 -4.7245 -1.6894
H 4.4437 -3.5247 -3.3958
H 4.4698 -5.5303 -4.8455
H 4.2569 -7.7035 -3.1569
H 4.3328 -6.7115 -0.6422
H 4.0575 -3.9553 -0.9583
N -3.1985 -5.7922 -4.2101
C -1.9266 -6.2008 -4.2767
C -1.1516 -5.6468 -3.1970
C -2.0675 -4.8938 -2.4826
C -3.2456 -4.8286 -3.2060
H -4.0140 -5.9709 -4.7785
H -1.6605 -6.8758 -5.0767
H -0.1132 -5.8025 -2.9439
H -1.7525 -4.3719 -1.5911
H -4.1731 -4.3047 -3.0283
N 0.9594 -0.0065 -3.0709
C 1.3066 1.1347 -3.7001
C 2.0488 0.8830 -4.8299
C 1.9948 -0.5211 -4.9260
C 1.4656 -1.0876 -3.7937
H 0.4196 -0.2236 -2.2453
H 1.0538 2.0086 -3.1181
H 2.6298 1.5235 -5.4769
H 2.4619 -1.0202 -5.7621
H 1.3601 -2.0804 -3.3817
N -5.3358 -0.5455 3.5905
C -5.8427 -0.5655 4.8896
C -6.8212 0.4180 5.0433
C -6.9678 1.0769 3.7777
C -6.0306 0.4849 2.9500
H -4.5422 -1.0803 3.2678
H -5.3765 -1.2758 5.5563
H -7.3307 0.7155 5.9480
H -7.5666 1.9655 3.6428
H -5.7443 0.7261 1.9370

Entry 2:
Below is an isolated molecule of C18H21N3O3, with properties calculated with wB97M-V/def2-TZVPD.

## Properties
Energy relative to the best compared isomer or geometry (same formula, charge and spin) ... 1.9512 eV
Max |F| ... 0.75 eV/Å
Electronic energy ... -29619.4871 eV

Element x y z (Å)
C -5.2509 -1.6731 1.5955
H -4.4713 -2.4419 1.5769
O -4.7287 -0.4162 1.9493
C -3.7667 0.1319 1.1518
C -3.2705 1.3691 1.5555
C -2.2781 2.0073 0.8381
C -1.7567 1.4139 -0.3063
C -2.2669 0.1890 -0.7213
C -3.2610 -0.4490 -0.0063
H -3.6226 -1.4015 -0.3582
H -1.8619 -0.2602 -1.6141
O -0.7689 1.9470 -1.0953
C 0.1077 2.9028 -0.5541
H -0.4206 3.7954 -0.1957
H 0.7390 3.1878 -1.4001
C 0.9840 2.3232 0.5795
N 1.5095 1.0360 0.2176
C 0.9512 -0.1833 0.5573
C 0.0007 -0.5282 1.4968
C -0.3377 -1.8694 1.6081
C 0.2628 -2.8320 0.8129
C 1.2314 -2.4942 -0.1222
C 1.5721 -1.1609 -0.2422
N 2.4779 -0.5144 -1.0553
C 2.4468 0.8328 -0.7867
N 3.2121 1.6655 -1.3752
H 3.1020 2.6289 -1.0901
C 3.2825 -1.1061 -2.0961
H 2.9984 -2.1555 -2.1738
C 4.7916 -0.9799 -1.8216
O 5.3327 0.2077 -2.3149
H 4.7234 0.9322 -2.0510
H 5.3235 -1.7931 -2.3248
H 4.9624 -1.0750 -0.7363
H 3.0664 -0.6030 -3.0451
H 1.6989 -3.2547 -0.7278
H -0.0216 -3.8673 0.9238
H -1.0828 -2.1619 2.3318
H -0.4782 0.2073 2.1234
H 0.3959 2.1971 1.4896
H 1.8042 3.0189 0.7871
H -1.9238 2.9675 1.1815
H -3.6763 1.8188 2.4479
H -5.9793 -1.9174 2.3671
H -5.7525 -1.6417 0.6228

Entry 3:
Below is a structure of composition C18H40As3FeN3O in a non-equilibrium geometry, with properties calculated with wB97M-V/def2-TZVPD.

## Properties
Total charge ... +3
Energy relative to the best compared isomer or geometry (same formula, charge and spin) ... 0.1868 eV
Multiplicity ... 6
Max |F| ... 1.83 eV/Å
Electronic energy ... -242710.6526 eV
Expectation value of S² ... 8.77

Element x y z (Å)
Fe 0.1175 0.9425 1.0269
C 3.4793 -1.4122 1.3430
As 2.0288 -0.5476 0.3419
C 3.1225 0.6222 -0.7951
C 1.6078 -1.8983 -1.1002
C 0.5313 -2.9470 -0.8124
C 0.7326 -3.5307 0.5918
C -0.8842 -2.3804 -0.9361
As -1.4431 -0.8253 0.1938
C -2.0134 -1.7334 1.8420
C -3.2112 -0.5592 -0.6273
C 0.6671 -4.1705 -1.7614
As 0.6435 -4.1150 -3.7788
C 2.3912 -3.5024 -4.4125
C -0.6454 -2.8562 -4.5687
H 3.1187 -2.1302 2.0778
H 4.0328 -0.6336 1.8722
H 4.1585 -1.9083 0.6452
H 3.8935 0.0379 -1.3062
H 3.6171 1.3755 -0.1782
H 2.4999 1.1311 -1.5330
H 2.5601 -2.4051 -1.2978
H 1.3256 -1.3243 -1.9939
H 0.6176 -2.7359 1.3360
H 1.7249 -3.9664 0.7032
H 0.0027 -4.3094 0.8059
H -1.6042 -3.1713 -0.6957
H -1.0605 -2.0747 -1.9716
H -2.3664 -2.7435 1.6285
H -2.8375 -1.1682 2.2782
H -1.2074 -1.7809 2.5755
H -3.7467 -1.5111 -0.6781
H -3.1146 -0.1442 -1.6316
H -3.8099 0.1358 -0.0338
H -0.1333 -4.8752 -1.5144
H 1.6089 -4.6899 -1.5561
H 3.1879 -4.0528 -3.9145
H 2.4975 -2.4318 -4.2311
H 2.4763 -3.6796 -5.4855
H -1.6603 -3.0823 -4.2456
H -0.5992 -2.9784 -5.6520
H -0.3876 -1.8230 -4.3294
C -2.9869 2.7518 2.2505
N -2.6877 2.1488 3.5294
C -3.6222 2.4507 4.5873
C -1.6404 1.3874 3.7299
O -0.8055 1.0546 2.8595
H -4.0018 2.4997 1.9406
H -2.2770 2.4110 1.4937
H -2.9371 3.8371 2.3448
H -4.6008 2.0225 4.3583
H -3.7447 3.5293 4.6962
H -3.2751 2.0456 5.5321
H -1.5181 1.0161 4.7528
C 1.4075 6.1557 -1.0353
N 1.0407 5.0154 -0.2419
C 0.9899 4.9872 1.1176
C 0.6436 3.7176 1.4674
N 0.4729 2.9661 0.3293
C 0.7246 3.7948 -0.6776
H 0.8951 7.0439 -0.6678
H 1.1384 5.9908 -2.0762
H 2.4830 6.3328 -0.9709
H 1.1904 5.8473 1.7221
H 0.5191 3.3127 2.4552
H 0.6728 3.5369 -1.7174

Entry 4:
Below is a structure of composition C48H41IN3O3PSn in a non-equilibrium geometry, with properties calculated with wB97M-V/def2-TZVPD.

## Properties
Energy relative to the best compared isomer or geometry (same formula, charge and spin) ... 1.3069 eV
Max |F| ... 1.39 eV/Å
Electronic energy ... -84274.6580 eV

Element x y z (Å)
Sn -3.0325 -11.7292 17.9978
O -8.2086 -7.5925 21.7933
C -7.9037 -8.6816 22.2879
O -8.3546 -9.3447 23.2171
C -6.7013 -9.3555 21.5190
C -6.5386 -10.7318 21.5765
C -5.4635 -11.3104 20.8897
N -4.6132 -10.5733 20.1640
C -4.7819 -9.2610 20.0948
C -5.8162 -8.6021 20.7740
C -3.8027 -8.4952 19.2882
C -3.6540 -7.1365 19.4850
C -2.8635 -6.3950 18.6293
C -2.1912 -7.0224 17.5893
C -2.3165 -8.4190 17.5072
N -3.1060 -9.1315 18.3130
C -5.2019 -12.7856 20.9755
C -6.2105 -13.6924 21.2445
C -5.9284 -15.0229 21.4485
C -4.6015 -15.4322 21.3067
C -3.6439 -14.4665 20.9854
N -3.9295 -13.1635 20.8467
H -7.1795 -11.3447 22.2177
H -5.9566 -7.5327 20.6817
H -4.1986 -6.6248 20.2560
H -2.7648 -5.3365 18.7268
H -1.5348 -6.5123 16.8976
H -1.7530 -8.9706 16.7589
H -7.2285 -13.3425 21.3174
H -6.6829 -15.7420 21.6946
H -4.3251 -16.4836 21.4041
H -2.6115 -14.7737 20.7945
I -4.0319 -14.8417 17.3892
C -2.7592 -14.8929 15.6471
C -2.7567 -16.0125 14.8748
C -1.9401 -16.0920 13.7531
C -1.1500 -15.0415 13.4150
C -1.1601 -13.8476 14.1496
C -0.3566 -12.7422 13.7456
C -0.3152 -11.5815 14.4554
C -1.1409 -11.4891 15.5885
C -1.9852 -12.4825 16.0305
C -1.9868 -13.7219 15.3071
H -3.3029 -16.8754 15.1826
H -1.9559 -16.9717 13.1257
H -0.4967 -15.0859 12.5592
H 0.2820 -12.8452 12.8687
H 0.2797 -10.7405 14.1501
H -1.0913 -10.5635 16.1516
C -4.6879 -10.1091 11.7736
C -5.5291 -9.2217 12.3955
C -5.8141 -9.3281 13.7599
C -5.1942 -10.3209 14.5215
C -4.3210 -11.2026 13.8957
C -4.0768 -11.1114 12.5313
P -5.4451 -10.6096 16.3064
C -6.2288 -9.0722 16.9764
C -5.6642 -7.8528 16.6274
C -6.2212 -6.6816 17.0887
C -7.3406 -6.7219 17.9169
C -7.8802 -7.9609 18.2940
C -7.3277 -9.1214 17.8055
C -6.8584 -11.7285 16.3137
C -7.0646 -12.5023 17.4559
C -8.1817 -13.3176 17.5386
C -9.0927 -13.3871 16.4891
C -8.8835 -12.6005 15.3589
C -7.7758 -11.7744 15.2701
H -4.4653 -10.0102 10.7292
H -5.9885 -8.4092 11.8028
H -6.4858 -8.6168 14.2015
H -3.8266 -11.9618 14.4911
H -3.4264 -11.8278 12.0303
H -4.7811 -7.8289 15.9737
H -5.7699 -5.7438 16.8238
H -7.8147 -5.8162 18.2743
H -8.7052 -7.9937 18.9955
H -7.7257 -10.0899 18.1155
H -6.4041 -12.4382 18.3039
H -8.3486 -13.9417 18.4104
H -9.9826 -14.0116 16.5628
H -9.5903 -12.5706 14.5347
H -7.6384 -11.1704 14.3763
C -1.2862 -10.2785 20.9939
C -0.5455 -11.6008 21.0471
O -0.3199 -12.0695 19.7336
C 0.3248 -13.3081 19.7089
C 0.1040 -13.9552 18.3861
H -1.4828 -9.9657 22.0298
H -2.2372 -10.3943 20.4803
H -0.6552 -9.5316 20.5039
H -1.1203 -12.3554 21.6363
H 0.4147 -11.5007 21.5855
H -0.1306 -13.9479 20.4882
H 1.3656 -13.1906 19.9719
H -0.9091 -14.2752 18.2412
H 0.7197 -14.8613 18.3080
H 0.3807 -13.2687 17.5732